# C5H11N3O

A cluster of 2 separate species, C5H11N3O in total (the ωB97M-V functional and the def2-TZVPD basis, the OMol25 dataset).

ORCA input file:
```
! wB97M-V def2-TZVPD RIJCOSX def2/J DEFGRID3
* xyz 0 1
C 0.766 1.193 -1.557
C 0.470 0.941 -0.100
O -0.116 1.775 0.587
N 0.884 -0.233 0.410
C 0.557 -0.569 1.778
C 1.345 -1.327 -0.411
H 0.403 2.184 -1.816
H 0.258 0.451 -2.170
H 1.834 1.144 -1.752
H 1.439 -0.970 2.280
H 0.233 0.336 2.288
H -0.245 -1.310 1.809
H 0.502 -1.787 -0.936
H 1.808 -2.074 0.232
H 2.083 -0.991 -1.137
N -1.899 -1.274 -0.878
C -2.258 -0.375 -0.257
N -2.643 0.602 0.529
H -1.893 1.246 0.787
H -3.527 1.037 0.313
*
```

Its structure (SMILES) is CC(=O)N(C)C.N#CN. The LUMO energy is 0.898 eV. The HOMO energy comes out at -0.3453 Ha. The calculation puts the total energy at -11881.3000 eV. The orbital gap comes out at 0.3783 hartree.

These are the natural (NBO) partial charges, in e, on atoms 1 to 2: -0.72 0.70

=====

# C5H11N3O

A cluster of 2 separate species, C5H11N3O in total (the ωB97M-V functional and the def2-TZVPD basis, the OMol25 dataset).

ORCA input file:
```
! wB97M-V def2-TZVPD RIJCOSX def2/J DEFGRID3
* xyz 0 1
C -1.458 0.476 1.828
C -1.563 1.680 0.849
C 0.723 2.078 -0.084
C 0.724 1.024 -1.006
C -0.103 -1.201 -0.845
H -1.681 0.702 2.994
H -2.350 -0.507 1.150
H -0.262 0.004 1.685
H -1.860 1.567 -0.163
H -2.267 2.451 1.411
H 1.746 2.697 0.000
H 1.672 0.458 -1.355
H -0.740 -2.064 -0.859
H 1.787 -1.111 -0.291
H 2.415 -2.962 -1.911
H 1.377 -3.407 -0.461
N -0.452 0.030 -0.912
N 1.180 -1.472 -1.244
N 1.439 -2.845 -1.505
O -0.328 2.400 0.720
*
```

The LUMO energy is 0.615 eV. The HOMO energy comes out at -0.3022 Ha. The calculation puts the total energy at -11873.5533 eV. The orbital gap comes out at 0.3248 hartree.

These are the natural (NBO) partial charges, in e, on atoms 1 to 2: -0.63 -0.09

=====

# C5H11N3O

An isolated molecule of C5H11N3O (the ωB97M-V functional and the def2-TZVPD basis, the OMol25 dataset).

ORCA input file:
```
! wB97M-V def2-TZVPD RIJCOSX def2/J DEFGRID3
* xyz 0 1
C 0.520 -1.804 1.002
C 0.501 -0.285 0.919
N 1.968 -0.321 -1.346
O 0.852 0.195 -0.650
N 1.126 0.364 1.866
H 2.177 -1.263 -1.020
H 2.761 0.264 -1.092
H 1.112 1.368 1.679
H 1.551 -2.158 1.057
H 0.026 -2.265 0.146
H 0.013 -2.117 1.915
C -1.401 1.548 -1.552
C -1.160 0.272 -0.834
N -1.862 0.547 1.507
C -1.070 0.210 0.583
H -1.361 0.484 2.404
H -1.294 -0.657 -1.378
H -1.044 2.404 -0.980
H -0.931 1.548 -2.537
H -2.485 1.666 -1.688
*
```

The LUMO energy (spin up / spin down) is -0.591 / -0.589 eV. The HOMO energy (spin up / spin down) comes out at -0.2961 / -0.2962 Ha. The calculation puts the total energy at -11875.4120 eV. The orbital gap (spin up / spin down) comes out at 0.2744 / 0.2746 hartree.

These are the natural (NBO) partial charges, in e, on atoms 1 to 2: -0.67 0.37

=====

Repeat the third record exactly.
# C5H11N3O

An isolated molecule of C5H11N3O (the ωB97M-V functional and the def2-TZVPD basis, the OMol25 dataset).

ORCA input file:
```
! wB97M-V def2-TZVPD RIJCOSX def2/J DEFGRID3
* xyz 0 1
C 0.520 -1.804 1.002
C 0.501 -0.285 0.919
N 1.968 -0.321 -1.346
O 0.852 0.195 -0.650
N 1.126 0.364 1.866
H 2.177 -1.263 -1.020
H 2.761 0.264 -1.092
H 1.112 1.368 1.679
H 1.551 -2.158 1.057
H 0.026 -2.265 0.146
H 0.013 -2.117 1.915
C -1.401 1.548 -1.552
C -1.160 0.272 -0.834
N -1.862 0.547 1.507
C -1.070 0.210 0.583
H -1.361 0.484 2.404
H -1.294 -0.657 -1.378
H -1.044 2.404 -0.980
H -0.931 1.548 -2.537
H -2.485 1.666 -1.688
*
```

The LUMO energy (spin up / spin down) is -0.591 / -0.589 eV. The HOMO energy (spin up / spin down) comes out at -0.2961 / -0.2962 Ha. The calculation puts the total energy at -11875.4120 eV. The orbital gap (spin up / spin down) comes out at 0.2744 / 0.2746 hartree.

These are the natural (NBO) partial charges, in e, on atoms 1 to 2: -0.67 0.37